20
Properties=species:S:1:pos:R:3 method="wB97M-V/def2-TZVPD" total_energy_ha=-436.5192 fmax_ev_per_a=6.10 relative_energy_ev=6.721 charge=+1 homo_lumo_gap_ev="5.34 / 7.88"
N 0.6310 3.0081 1.3428
N -3.5619 -0.2611 -0.0829
N 2.1733 -0.9117 -1.0863
C -2.5554 -0.8394 0.3816
C 1.2716 1.2605 -0.0828
C 1.8188 -2.1987 -1.1814
C 0.6331 -2.4233 -0.5019
C 0.3311 -1.0993 -0.1052
C 1.1909 -0.1680 -0.4941
C 0.3912 1.8531 0.7263
H -4.5299 -0.4889 0.2014
H -2.6937 -1.5918 1.1278
H -3.3858 0.5411 -0.6348
H 2.1598 1.6830 -0.4163
H 0.1840 -3.3146 -0.3214
H -0.0583 3.2606 2.0158
H -0.5038 1.3346 1.2343
H 2.8444 -0.4610 -1.6592
H 1.2065 3.7533 0.9256
H 2.4529 -2.9365 -1.3895

---

50
Properties=species:S:1:pos:R:3 method="wB97M-V/def2-TZVPD" total_energy_ha=-796.3428 smiles="CC(C)=CCC[C@@H](C)N(C=O)[C@H](C)CCC=C(C)C" fmax_ev_per_a=0.60 relative_energy_ev=0.000 charge=0 homo_lumo_gap_ev=9.49
O 2.4103 3.4862 -0.8943
N 2.0467 1.3852 -0.1042
C -1.5963 -2.5766 0.4807
C -0.3254 1.1212 0.5132
C 2.6442 2.2984 -0.8856
C 2.1825 -0.5763 -1.6134
C 3.8151 -0.2798 0.3072
C -3.1028 1.9020 -1.6371
C -1.5440 1.9047 1.0145
C -0.1470 -2.6321 0.0894
C 1.6666 -2.0217 -1.5929
C 1.4438 1.6291 2.2675
C 0.7148 -3.3614 1.0775
C -3.4746 1.1164 -0.4154
C 1.0042 1.8220 0.8178
C 0.2747 -2.0821 -1.0431
C 2.3911 -0.0263 -0.1908
C -4.7033 0.2701 -0.5837
C -2.8013 1.1368 0.7285
H 3.9250 0.0586 1.3344
H 3.4006 1.8518 -1.5548
H -4.8997 -0.3243 0.3048
H -0.3405 0.1261 0.9609
H 2.3533 -2.6459 -1.0224
H -3.9714 2.4421 -2.0124
H -2.3069 2.6133 -1.4427
H 0.3494 -4.3803 1.2035
H -2.7724 1.2253 -2.4259
H 1.6967 -0.5501 0.4694
H 4.5415 0.2477 -0.3059
H 1.5601 0.5735 2.5050
H -0.4562 -1.5796 -1.6652
H -3.1490 0.5112 1.5406
H 0.6605 -2.8730 2.0510
H 0.8955 2.8947 0.6208
H 0.7029 2.0527 2.9395
H -2.1642 -1.9376 -0.1899
H 1.4541 0.0490 -2.1339
H 3.1181 -0.5341 -2.1738
H 2.3908 2.1349 2.4407
H 4.0371 -1.3433 0.2673
H 1.6522 -2.3977 -2.6197
H 1.7554 -3.4050 0.7730
H -1.5644 2.8840 0.5334
H -5.5710 0.9000 -0.7788
H -0.4183 0.9982 -0.5668
H -4.5869 -0.4006 -1.4350
H -1.4611 2.0642 2.0905
H -1.7019 -2.1946 1.4956
H -2.0290 -3.5769 0.4608

---

39
Properties=species:S:1:pos:R:3 method="wB97M-V/def2-TZVPD" total_energy_ha=-2261.7842 fmax_ev_per_a=6.48 spin_multiplicity=4 relative_energy_ev=0.000 charge=+2 s_squared=3.771 homo_lumo_gap_ev="6.61 / 4.03"
V 0.3540 0.6477 0.4237
F -0.1519 -0.0429 3.8554
F 1.5528 -1.9416 1.3564
F -0.4396 -2.0810 3.0631
F 2.3316 -0.0282 2.2384
F 1.3923 -1.5561 4.1427
N 2.5595 1.6844 -1.0873
N 1.5789 3.2343 0.5820
N 0.3545 2.8224 -1.5282
N -0.4116 1.7318 -1.1192
N 0.8680 2.2594 1.3014
N 2.0000 0.4817 -0.6359
C -1.5990 1.8095 -1.7720
C -1.6151 2.9782 -2.5430
C 0.4748 -1.0980 3.2566
C 4.0441 0.0765 -1.4739
C -0.3723 3.5835 -2.3595
C 2.8924 -0.5006 -0.9276
C 1.1580 -0.7368 1.9377
C 1.9530 4.2153 1.4069
C 0.8009 2.7103 2.5871
C 3.7935 1.4474 -1.5474
C -2.0526 -0.1355 0.9800
C 1.4795 3.9271 2.6905
B 1.7809 3.0201 -0.9349
H -1.5383 0.6995 1.5021
H -2.3878 -0.8473 1.7380
H -2.3439 1.0416 -1.6358
H 2.5249 5.0515 1.0247
H 0.0489 4.4993 -2.7457
H 4.9382 -0.4350 -1.7718
H 0.2770 2.1408 3.3359
H -2.8997 0.2796 0.4266
H 1.6095 4.5186 3.5773
H -1.4142 -0.6938 0.2657
H 2.6638 -1.5329 -0.7200
H 2.3500 3.9400 -1.4452
H -2.4269 3.3373 -3.1441
H 4.3984 2.2731 -1.8888